Entry a
Molecular formula: C7H14N2O4
Method: DFT, wB97M-V/def2-TZVPD

```
! wB97M-V def2-TZVPD RIJCOSX def2/J DEFGRID3
* xyz 0 1
C -2.65668 -0.28661 2.05033
C -1.16213 0.07800 2.25161
N -0.95527 0.93899 3.39179
C -0.62107 0.70414 0.99367
O -0.48426 1.88071 0.79806
N -0.33713 -0.20468 0.04673
C 0.12164 0.14106 -1.30196
C -0.10605 -0.98410 -2.19860
O -0.12251 -2.09057 -1.80005
O -0.31525 -0.74122 -3.51587
C 1.64716 0.56266 -1.28203
C 2.61246 -0.57996 -0.89715
O 1.89295 1.04124 -2.55845
H -3.02517 -0.80200 2.93443
H -3.31650 0.62531 1.96123
H -2.84176 -0.83763 1.15395
H -0.58210 -0.84058 2.25213
H -0.09408 1.45009 3.25908
H -1.72053 1.68637 3.28720
H -0.40086 -1.18502 0.24412
H -0.45302 0.99537 -1.67135
H -0.12625 -1.56768 -3.99100
H 1.81002 1.35487 -0.45444
H 2.22459 -0.94509 0.08789
H 3.61843 -0.18859 -0.78365
H 2.54943 -1.44412 -1.58542
H 2.84395 1.23906 -2.67223
*
```

The SMILES is C[C@H](N)C(=O)N[C@H](C(=O)O)[C@@H](C)O. As for the HOMO energy: -9.5 eV. The calculation puts the frontier orbital gap at 10.122 eV.



Entry b
Molecular formula: C7H14N2O4
Method: DFT, wB97M-V/def2-TZVPD

```
! wB97M-V def2-TZVPD RIJCOSX def2/J DEFGRID3
* xyz 0 1
C 1.17013 -1.10061 1.49436
O 0.42106 -0.16280 0.74122
C 0.24934 -0.44657 -0.63132
C 1.09556 0.46558 -1.48971
C 1.10099 1.94067 -1.09501
N 1.67941 2.62862 -2.27177
C 1.56331 1.76464 -3.37190
O 2.11549 1.93648 -4.43023
C 0.69267 0.59782 -2.95971
H 1.71866 -1.78809 0.84510
H 0.51098 -1.67726 2.14153
H 1.88956 -0.56179 2.11229
H -0.80927 -0.30886 -0.87814
H 0.49671 -1.49346 -0.83093
H 2.14430 0.13825 -1.48756
H 1.65116 2.16720 -0.18696
H 0.06834 2.28171 -0.97914
H 2.64023 2.92724 -2.17046
H 0.85132 -0.26832 -3.59548
H -0.35974 0.89606 -3.03184
C -3.57742 -1.13915 3.20918
N -2.24125 -1.78063 3.06784
O -1.97894 -2.32429 2.01682
O -1.49659 -1.70830 4.02252
H -4.12159 -1.28421 2.28447
H -4.07035 -1.61131 4.05342
H -3.40407 -0.08862 3.42139
*
```

The SMILES is COC[C@@H]1CNC(=O)C1.C[N+](=O)[O-]. As for the HOMO energy: -9.5 eV. The calculation puts the frontier orbital gap at 9.727 eV.



Most stable = entry a



Entry a
Molecular formula: C2H4NPS
Method: DFT, wB97M-V/def2-TZVPD

```
! wB97M-V def2-TZVPD RIJCOSX def2/J DEFGRID3
* xyz 0 1
C -0.61472 -0.54995 0.05531
C 0.82312 -0.22357 -0.30389
S 1.13348 1.50119 0.31815
P -0.80110 2.04272 0.42894
N -1.50919 0.50659 0.09365
H -1.22876 -1.28822 -0.53824
H -0.46750 -1.02192 0.95167
H 1.46041 -0.85466 0.34069
H 1.20425 -0.11219 -1.34628
*
```

The SMILES is C1CSP=N1. As for the HOMO energy: -8.7 eV. The calculation puts the frontier orbital gap at 8.292 eV.



Entry b
Molecular formula: C2H4NPS
Method: DFT, wB97M-V/def2-TZVPD

```
! wB97M-V def2-TZVPD RIJCOSX def2/J DEFGRID3
* xyz 0 1
C -0.67669 1.39725 0.04130
N 0.71922 1.43332 0.10833
P 1.41545 -0.11453 -0.21878
C -0.13625 -1.09554 -0.31342
S -1.61924 -0.10095 -0.11564
H -1.34344 2.32124 0.20445
H 1.75144 -0.38904 1.07047
H 0.06493 -1.51656 -1.32421
H -0.17541 -1.93520 0.54748
*
```

The SMILES is C1=NPCS1. As for the HOMO energy: -8.6 eV. The calculation puts the frontier orbital gap at 9.144 eV.



Entry c
Molecular formula: C2H4NPS
Method: DFT, wB97M-V/def2-TZVPD

```
! wB97M-V def2-TZVPD RIJCOSX def2/J DEFGRID3
* xyz 0 1
C 0.40017 0.62339 0.31294
C 0.95120 -0.50669 -0.48444
N -0.02083 -0.78555 0.50105
P -1.57664 -1.30329 0.39394
S -2.98669 1.00073 -0.17092
H 1.14391 0.94687 1.03114
H -0.52773 1.16898 0.27988
H 0.62926 -0.55117 -1.50213
H 1.98735 -0.59327 -0.36144
*
```

As for the HOMO energy (alpha / beta): -8.3 / -8.2 eV. The calculation puts the frontier orbital gap (alpha / beta) at 5.976 / 5.838 eV.



Most stable = entry a



Entry a
Molecular formula: C14H14FMnN7O5S2
Method: DFT, wB97M-V/def2-TZVPD

```
! wB97M-V def2-TZVPD RIJCOSX def2/J DEFGRID3
* xyz 1 5
Mn -0.58492 -0.05556 -0.87356
C 1.15030 -4.22854 0.04808
C 0.41024 -2.96368 -0.25663
N 0.83759 -1.77235 -0.11455
N 2.08870 -1.53099 0.34867
C 2.51314 -0.24165 0.48357
N 3.74756 -0.09921 0.96678
S 1.58295 1.07600 0.05842
C -0.98914 -3.04241 -0.77202
C -1.60218 -4.24130 -1.06848
C -2.92353 -4.23205 -1.50568
C -3.59421 -3.03181 -1.61631
C -2.90855 -1.86525 -1.31499
N -1.63740 -1.87621 -0.91431
H 2.00754 -4.08269 0.70126
H 1.50182 -4.69934 -0.87264
H 0.49187 -4.93339 0.55308
H 2.71285 -2.29968 0.54167
H 4.32104 -0.87319 1.25799
H 4.11986 0.83304 1.06158
H -1.06766 -5.17336 -0.96306
H -3.41779 -5.16294 -1.74926
H -4.62367 -2.97960 -1.93859
H -3.37800 -0.89552 -1.40617
O -2.22110 0.22796 -3.49849
S -0.81024 -0.03882 -3.74010
N 0.09166 -0.32537 -2.58532
F 2.39432 5.23293 -0.41414
C 1.64799 4.61416 0.49646
C 0.36365 4.34839 0.28545
N -0.41354 3.69433 1.23576
C -1.71747 3.15110 0.87596
C -1.48031 1.89543 0.08196
O -1.59342 0.74055 0.62329
O -1.03246 1.92725 -1.10353
C 0.10886 3.30500 2.46636
O -0.52533 2.68923 3.28951
N 1.43102 3.65143 2.65135
C 2.32106 4.18696 1.72282
O 3.49727 4.30505 1.96203
H -0.12478 4.61842 -0.64023
H -2.29065 3.87523 0.29950
H -2.23261 2.90134 1.79867
H 1.82764 3.37109 3.53785
*
```

As for the HOMO energy (alpha / beta): -11.5 / -11.5 eV. The calculation puts the frontier orbital gap (alpha / beta) at 6.838 / 7.189 eV. Its expectation value of S² is 6.08.



Entry b
Molecular formula: C14H14FMnN7O5S2
Method: DFT, wB97M-V/def2-TZVPD

```
! wB97M-V def2-TZVPD RIJCOSX def2/J DEFGRID3
* xyz 1 5
Mn -0.04389 0.49694 -0.30926
C 1.20481 4.56773 -0.61840
C 1.02118 3.09002 -0.64351
N -0.10653 2.46401 -0.65256
N -1.29677 3.11156 -0.71057
C -2.43053 2.37956 -0.83797
N -3.59305 3.01622 -0.77891
S -2.35297 0.71448 -1.11124
C 2.17585 2.18913 -0.64970
C 3.48652 2.61121 -0.48976
C 4.50750 1.67651 -0.51743
C 4.19501 0.35075 -0.77112
C 2.86903 0.00134 -0.94081
N 1.87415 0.88100 -0.84394
H 0.27454 5.12273 -0.69060
H 1.84662 4.88107 -1.44200
H 1.69574 4.85432 0.31353
H -1.33088 4.10526 -0.54485
H -3.66971 4.00848 -0.62542
H -4.43844 2.47957 -0.87927
H 3.70271 3.65698 -0.32373
H 5.53310 1.97930 -0.35955
H 4.96756 -0.39993 -0.84449
H 2.58684 -1.01509 -1.17463
O -0.22781 1.40676 3.84903
S -0.11933 0.30216 2.92054
N -0.29809 0.73151 1.47769
F -3.43489 -4.44519 -1.91189
C -2.84458 -4.21531 -0.73719
C -1.51762 -4.06140 -0.66658
N -0.88643 -3.78375 0.52365
C 0.54375 -3.55640 0.58643
C 0.86251 -2.06420 0.50710
O 1.80511 -1.59602 1.12064
O 0.06235 -1.38681 -0.27515
C -1.61189 -3.46943 1.66319
O -1.09099 -2.96736 2.63674
N -2.94623 -3.78232 1.58435
C -3.68840 -4.15386 0.45327
O -4.86912 -4.37490 0.51832
H -0.90169 -4.14206 -1.55053
H 1.03593 -4.08706 -0.22761
H 0.92731 -3.91223 1.53868
H -3.47830 -3.66532 2.43551
*
```

As for the HOMO energy (alpha / beta): -11.1 / -11.1 eV. The calculation puts the frontier orbital gap (alpha / beta) at 6.473 / 6.241 eV. Its expectation value of S² is 6.06.



Most stable = entry a



Entry a
Molecular formula: C5H5N3
Method: DFT, wB97M-V/def2-TZVPD

```
! wB97M-V def2-TZVPD RIJCOSX def2/J DEFGRID3
* xyz 0 1
C 1.31724 0.02899 -0.02762
C 0.09591 1.62740 0.14316
C -0.73234 0.51838 0.44742
C -2.16637 -0.00682 0.09379
C -3.29903 -0.39773 -0.27317
H 3.30533 -0.51848 -0.91520
H 2.69025 -1.15716 1.17866
H -0.44552 2.52126 -0.10158
H -0.33166 -1.34845 -0.29697
H -4.33877 -0.93589 -0.27920
N 2.37193 -1.09447 -0.10158
N 1.41685 1.32725 -0.22258
N 0.11616 -0.56428 0.35487
*
```

As for the HOMO energy: -8.6 eV. The calculation puts the frontier orbital gap at 8.918 eV.



Entry b
Molecular formula: C5H5N3
Method: DFT, wB97M-V/def2-TZVPD

```
! wB97M-V def2-TZVPD RIJCOSX def2/J DEFGRID3
* xyz 0 1
C 2.69642 -0.40133 0.19090
C 1.85548 0.55315 -0.20544
C 0.42128 0.27970 -0.11552
N -0.38684 1.34024 -0.10595
C -1.62339 0.94924 0.19361
C -2.09867 -0.36642 0.03559
N -1.19050 -1.31732 -0.10134
N 0.07583 -1.05101 0.00846
H 2.48961 -1.44530 0.06158
H 3.69425 -0.14904 0.48431
H 2.22061 1.62827 -0.15786
H -2.31933 1.73139 0.46888
H -3.08139 -0.65478 -0.05982
*
```

The SMILES is C=Cc1nccnn1. As for the HOMO energy: -9.3 eV. The calculation puts the frontier orbital gap at 9.169 eV.



Entry c
Molecular formula: C5H5N3
Method: DFT, wB97M-V/def2-TZVPD

```
! wB97M-V def2-TZVPD RIJCOSX def2/J DEFGRID3
* xyz 0 1
C -0.39011 2.12917 0.48659
C -1.34721 1.14763 0.31082
C -0.53515 -0.09162 -0.05566
C -0.50563 -1.48530 -0.23602
C 0.77028 -1.78999 -0.46767
N 1.67331 -0.73709 -0.26039
N 0.62306 0.33845 -0.22991
N 0.85795 1.57089 0.05743
H -0.47444 3.05747 0.80798
H -2.46271 1.21136 0.13225
H -1.62008 -1.94208 -0.11494
H 1.16373 -2.70146 -1.05190
H 2.24701 -0.70744 0.62144
*
```

The SMILES is c1cc2cc[nH]n2n1. As for the HOMO energy: -8.0 eV. The calculation puts the frontier orbital gap at 8.752 eV.



Most stable = entry b



Entry a
Molecular formula: C4H8BrNO
Method: DFT, wB97M-V/def2-TZVPD

```
! wB97M-V def2-TZVPD RIJCOSX def2/J DEFGRID3
* xyz 0 1
C -0.09622 1.06159 -1.77510
C 0.13068 0.68126 -0.34970
C -0.83034 0.30834 0.49177
C -0.65093 -0.06005 1.92157
Br -2.63925 0.24855 -0.10573
H -0.57287 0.24380 -2.31727
H -0.76496 1.92210 -1.82796
H 0.83782 1.31234 -2.26882
H 1.14026 0.75572 0.03172
H 0.40571 -0.05957 2.17900
H -1.17829 0.64308 2.56996
H -1.05557 -1.05557 2.10473
N 1.74164 -2.25360 -0.55800
O 0.83929 -1.77184 0.09539
H 2.69302 -1.97615 -0.19158
*
```

The SMILES is C/C=C(/C)Br.N=O. As for the HOMO energy: -8.9 eV. The calculation puts the frontier orbital gap at 8.453 eV.



Entry b
Molecular formula: C4H8BrNO
Method: DFT, wB97M-V/def2-TZVPD

```
! wB97M-V def2-TZVPD RIJCOSX def2/J DEFGRID3
* xyz 0 1
C -0.45906 0.20058 -0.37433
C -0.79205 1.62534 -0.59212
C 1.04143 -0.15319 -0.10120
C -1.01700 -2.46510 0.45678
N -1.39935 -0.55217 -0.03445
O -0.36766 -2.51650 1.63837
Br -0.30412 -3.39188 -1.03504
H -1.84709 1.72925 -0.48448
H -0.68489 1.81538 -1.57713
H -0.26301 2.40272 -0.03781
H 1.31268 -0.96468 -0.82651
H 1.30542 -0.58869 0.93822
H 1.52916 0.83460 -0.19219
H -1.97554 -2.68110 0.64831
H 0.22830 -1.78305 1.67132
*
```

As for the HOMO energy (alpha / beta): -8.7 / -8.7 eV. The calculation puts the frontier orbital gap (alpha / beta) at 9.337 / 9.337 eV.



Most stable = entry b



Entry a
Molecular formula: C5H24FN11O5
Method: DFT, wB97M-V/def2-TZVPD

```
! wB97M-V def2-TZVPD RIJCOSX def2/J DEFGRID3
* xyz 0 1
N -0.85957 -2.38171 -1.99601
H -0.01252 -2.45819 -1.43388
H -1.13943 -1.40951 -1.81902
H -1.53854 -3.00564 -1.56920
H -0.69501 -2.55601 -2.98168
F 0.02790 -0.20985 -0.36507
C 3.17713 0.41669 -1.68935
O 4.35321 0.75486 -1.60701
N 2.79438 -0.85918 -1.62283
N 2.10851 1.25592 -1.77480
H 1.84990 -1.18393 -1.52278
H 3.55883 -1.47106 -1.86516
H 1.23238 1.01864 -1.33030
H 2.23662 2.22944 -1.99140
C 1.56824 1.75336 2.39410
O 1.86095 2.18965 3.51650
N 2.47915 1.10155 1.63058
N 0.30548 1.86665 1.93309
H 2.15209 0.50423 0.89026
H 3.41862 0.94633 1.94951
H -0.42497 2.39339 2.37508
H 0.08690 1.32162 1.11026
C -1.91574 0.88266 -3.38399
O -2.15901 -0.30927 -3.43860
N -1.17243 1.43953 -2.39727
N -2.35595 1.87514 -4.20616
H -0.93023 0.89738 -1.57734
H -1.11543 2.43973 -2.35274
H -2.64440 1.63305 -5.14142
H -1.96835 2.79542 -4.11248
C -2.77308 0.54269 2.34923
O -3.77882 1.13004 2.76436
N -2.54595 0.41680 1.02891
N -1.77764 0.13705 3.15319
H -1.75029 -0.00985 0.57890
H -3.31396 0.76159 0.47645
H -0.98180 -0.21039 2.65395
H -1.98934 0.02051 4.12828
C 0.66597 -2.22809 2.73535
O 0.91761 -2.69049 3.84723
N 1.55706 -1.68509 1.88533
N -0.47894 -2.33858 2.09919
H 2.54663 -1.59206 2.03124
H 1.25484 -1.39185 0.96999
H -1.21596 -2.94932 2.40769
H -0.61503 -1.78382 1.26981
*
```

As for the HOMO energy: -9.0 eV. The calculation puts the frontier orbital gap at 7.815 eV.



Entry b
Molecular formula: C5H24FN11O5
Method: DFT, wB97M-V/def2-TZVPD

```
! wB97M-V def2-TZVPD RIJCOSX def2/J DEFGRID3
* xyz 0 1
N 0.84443 1.71793 2.50523
H 0.39380 1.33478 1.64591
H 1.84873 1.60879 2.56974
H 0.41005 1.35293 3.35170
H 0.54453 2.69515 2.54297
F -0.21286 0.53720 0.42347
C -1.02160 -0.69965 -2.89052
O -0.79397 -1.13683 -4.02285
N -1.78014 -1.34896 -2.00025
N -0.55715 0.48559 -2.40923
H -2.10336 -2.27980 -2.18847
H -2.11927 -0.86917 -1.17297
H 0.18747 0.98803 -2.85906
H -0.45856 0.42941 -1.39525
C -3.59409 1.38343 -0.33283
O -4.78964 1.69272 -0.41964
N -3.20088 0.18565 0.17893
N -2.58991 2.26252 -0.32750
H -3.82161 -0.57392 0.40314
H -2.26997 0.14432 0.55876
H -1.64317 2.00655 -0.10349
H -2.82576 3.06864 -0.88807
C -1.81662 -3.26523 0.64991
O -2.95031 -2.79336 0.61775
N -0.65623 -2.60346 0.64376
N -1.69768 -4.62381 0.69601
H -0.64108 -1.61258 0.81797
H 0.18236 -3.14001 0.46691
H -0.85261 -5.16847 0.64324
H -2.49443 -5.20563 0.50403
C 2.82527 -2.05828 0.89559
O 2.11303 -3.05237 0.79078
N 2.45615 -0.77912 0.57826
N 4.03873 -2.12990 1.44479
H 3.18750 -0.10195 0.66456
H 1.45712 -0.66732 0.45158
H 4.49819 -3.02390 1.49828
H 4.63164 -1.32615 1.54598
C 1.52816 3.45337 -0.37301
O 0.52249 3.76240 0.26629
N 2.23752 4.36315 -1.05318
N 1.90395 2.17554 -0.66686
H 3.02771 4.07085 -1.59963
H 2.10094 5.35220 -0.94111
H 1.24305 1.43080 -0.48565
H 2.70808 1.95792 -1.22595
*
```

As for the HOMO energy: -8.5 eV. The calculation puts the frontier orbital gap at 7.590 eV.



Most stable = entry b